Entry 1:
89
Properties=species:S:1:pos:R:3:forces:R:3 method="wB97M-V/def2-TZVPD" homo_energy_ev=-13.444 total_charge=+2 lumo_ha=-0.23619 e_tot_ha=-3038.41673 relative_energy_ev=0.3363 mol_weight_g_mol=856.6 gap_ha=0.2579
Ta 0.818594 -0.746097 -1.116888 1.2 -0.8 -0.3
P -1.727784 -1.155690 -0.234435 -0.5 0.3 -0.1
P -0.055141 1.784089 -0.719159 -0.4 0.2 0.0
Si 2.926279 1.657908 -1.989523 -0.1 0.1 0.1
Si -0.122501 -3.840218 -1.101003 -0.3 0.0 -0.1
O 1.323805 -1.397674 2.135186 -0.1 -0.1 0.1
O 2.984307 -0.170831 1.171467 0.1 0.1 0.0
N -0.503630 -2.163339 -0.673162 -0.8 -0.7 0.4
N 1.325105 1.144854 -1.373420 0.1 1.0 -0.2
C -5.237509 -2.647130 -1.569153 0.0 0.0 0.0
C 3.298724 -0.375399 2.509039 0.0 0.0 0.0
C 4.400677 0.055892 3.214139 -0.1 0.0 0.0
C 0.896910 3.742349 0.953106 0.0 0.0 0.0
C -1.977753 -2.139136 3.700579 0.0 0.0 0.0
C 1.134822 3.478526 3.328708 0.0 0.0 0.0
C -4.341085 -1.248705 -3.317134 0.0 0.0 0.0
C 0.519531 2.236397 3.261729 0.0 0.0 0.0
C -2.117293 4.735749 -3.507261 0.0 0.0 0.0
C 0.281288 2.489787 0.882306 0.1 0.1 -0.1
C 2.675919 2.863655 -3.382964 0.2 -0.1 0.0
C -3.268551 -0.918661 -2.506563 0.0 0.1 0.0
C -2.948873 -1.255248 4.144873 0.0 0.0 0.0
C 2.312348 -1.472682 4.423096 0.0 0.0 -0.1
C 3.499335 -0.049893 -2.549652 0.0 0.0 0.1
C -2.142574 4.961928 -2.139103 0.0 0.0 0.0
C 4.013535 2.346301 -0.651238 -0.1 0.0 -0.1
C -3.179524 -1.453699 -1.222367 0.0 0.0 0.0
C 0.091269 1.739022 2.040304 -0.1 -0.1 0.1
C 3.416962 -1.042173 5.149002 0.1 0.0 0.0
C -3.552266 -0.367124 3.258860 0.0 0.0 0.0
C -1.205798 -4.363445 -2.520793 0.2 0.0 0.1
C -0.798883 2.758880 -3.170679 0.0 0.0 -0.1
C 1.656492 -3.492225 -1.662534 -0.1 0.2 -0.1
C -1.448740 3.631656 -4.024139 0.0 0.0 0.0
C 2.288387 -1.115777 3.092715 0.1 0.0 0.0
C -5.321193 -2.115507 -2.848701 0.0 0.0 0.0
C -0.806277 2.990935 -1.794598 -0.1 0.0 0.1
C -3.182596 -0.366661 1.927213 0.0 0.0 0.0
C -1.591772 -2.135694 2.367033 0.0 -0.1 0.0
C -4.169252 -2.316106 -0.750162 0.0 0.0 0.0
C -0.853500 0.259381 -0.690279 0.4 -0.2 0.6
C -1.492028 4.090489 -1.278404 0.0 0.0 0.0
C -2.194449 -1.250561 1.482495 0.0 0.0 -0.1
C 4.436329 -0.296471 4.559227 0.0 0.0 0.0
C 1.320359 4.233766 2.176112 0.0 0.0 0.0
C -0.238598 -4.978170 0.358609 0.2 0.0 -0.1
B 1.763242 -0.784814 0.986756 -0.1 0.1 -0.3
H -6.160257 -2.369770 -3.482344 0.0 0.0 0.0
H 2.306421 -3.212017 -0.825774 0.1 0.0 0.0
H 3.493697 -1.293634 6.197725 0.0 0.0 0.0
H -3.246612 -1.260146 5.184934 0.0 0.0 0.0
H -4.418941 -0.827201 -4.309936 0.0 0.0 0.0
H -3.667156 0.315038 1.236398 0.0 0.0 0.0
H -1.522673 -2.837536 4.389920 0.0 0.0 0.0
H 4.501674 -0.047158 -2.981551 0.0 0.0 0.0
H 3.574252 -0.737569 -1.689537 0.0 0.0 0.0
H 0.502441 -4.761297 1.129658 0.0 0.0 0.0
H -1.526625 4.269722 -0.211943 0.0 0.0 0.0
H 2.129557 -4.338530 -2.163230 0.0 0.0 0.0
H 1.795296 5.203726 2.231266 0.0 0.0 0.0
H -0.076423 -6.006503 0.026449 0.0 0.0 0.0
H -0.276424 1.901715 -3.580227 0.0 0.0 0.0
H 2.102901 2.453197 -4.214646 0.0 0.0 0.0
H -4.113884 -2.722270 0.252670 0.0 0.0 0.0
H -2.218035 -4.592954 -2.182188 0.0 0.0 0.0
H -2.621896 5.419786 -4.176223 0.0 0.0 0.0
H -1.280202 -3.588093 -3.286142 0.0 0.0 0.0
H 4.378587 1.566111 0.013309 0.0 0.0 0.0
H -0.822177 -2.812822 2.025639 0.0 0.0 0.0
H 3.657423 3.151851 -3.769022 0.0 0.0 0.0
H 3.492201 3.087325 -0.042206 0.0 0.0 0.0
H 1.522459 -2.057000 4.873468 0.0 0.0 0.0
H -2.667696 5.817473 -1.737311 0.0 0.0 0.0
H -2.511132 -0.230357 -2.866173 0.0 0.0 0.0
H 5.188812 0.631525 2.749927 0.0 0.0 0.0
H -1.232111 -4.939173 0.809270 0.0 0.0 0.0
H -6.008326 -3.312139 -1.204590 0.0 0.0 0.0
H -1.432707 3.456206 -5.091151 0.0 0.0 0.0
H 5.278539 0.013387 5.162130 0.0 0.0 0.0
H 4.870774 2.844118 -1.110571 0.0 0.0 0.0
H -0.808005 -5.262287 -2.997210 0.0 0.0 0.0
H 1.709753 -2.696939 -2.439221 0.0 -0.1 0.0
H -0.395007 0.770789 2.001631 0.0 0.0 0.0
H 1.053106 4.333051 0.057688 0.0 0.0 0.0
H 2.181876 3.777572 -3.048032 0.0 0.0 0.1
H -4.316047 0.313966 3.608062 0.0 0.0 0.0
H 1.467485 3.864128 4.283065 0.0 0.0 0.0
H 0.369220 1.653289 4.160626 0.0 0.0 0.0
H 2.839212 -0.481011 -3.313846 0.0 0.0 -0.1

Entry 2:
104
Properties=species:S:1:pos:R:3:forces:R:3 method="wB97M-V/def2-TZVPD" homo_energy_ev=-10.046 total_charge=+1 lumo_ha=-0.08442 e_tot_ha=-7274.02589 relative_energy_ev=0.0000 mol_weight_g_mol=1205.0 gap_ha=0.2848
Pb 0.452428 0.394491 -0.169833 0.4 0.0 0.0
Br 6.347517 -2.576111 0.497700 -0.1 0.0 0.0
S 2.020393 0.737991 3.041890 0.1 -0.2 0.0
S -0.327227 -3.204558 -3.755207 0.2 0.2 0.0
S -1.457867 0.691573 -3.140848 0.1 -0.1 0.2
P 1.968686 3.585351 0.234881 -0.1 0.3 -0.4
P 3.504698 1.104597 -0.919145 0.3 0.0 -0.7
F -3.512935 -7.274862 2.164847 0.0 0.0 0.0
O -2.703496 0.132849 -3.611075 -0.1 0.2 0.0
O 2.445268 0.964653 -1.990899 0.0 0.0 0.0
O 3.396942 0.270340 0.297325 -0.1 0.2 0.4
O 1.922889 4.928984 -0.422417 0.0 -0.1 0.1
O 4.939925 0.889103 -1.640279 0.1 -0.1 0.2
O 0.794229 2.660788 -0.022011 0.3 -0.1 0.2
O -0.265687 -0.039536 -3.498861 0.2 0.1 0.1
O 2.247962 3.706620 1.787534 0.1 -0.3 0.1
N 0.136628 -2.072197 -1.512226 -0.1 -0.2 -0.1
N -1.434939 0.837254 -1.533820 -0.6 0.3 0.2
N 1.790399 -3.526882 0.593392 0.0 -0.1 0.0
N 1.731573 1.564402 5.632708 0.0 0.1 0.1
N 3.586330 3.646565 -1.854741 -0.2 0.1 0.3
N 1.906305 -1.823170 -3.018269 0.0 0.1 0.1
N -1.103607 -2.636220 -1.473256 0.0 -0.1 -0.1
N 2.184881 -0.528244 5.445454 0.0 0.0 0.2
N -1.565967 0.795232 1.221723 -0.4 0.1 -0.1
C 4.504451 -2.999865 0.567924 0.1 0.0 0.0
C 0.676540 -2.243294 -2.684842 0.0 -0.5 0.0
C -1.933397 4.114384 -5.213454 0.0 0.0 0.0
C 3.566686 2.901054 -0.529132 -0.4 -0.3 0.2
C -0.902894 4.890715 -4.701957 0.0 0.0 -0.1
C -3.557672 2.145438 -1.523519 0.2 -0.1 0.1
C -3.899745 -5.004856 1.728694 -0.1 0.0 0.1
C -4.627147 2.717691 -0.811120 0.0 0.0 0.0
C -4.002064 -2.935464 -2.826894 0.0 0.0 0.0
C 3.687988 -2.345017 1.464510 0.0 0.0 0.1
C 2.094702 -0.265215 6.803983 0.0 -0.2 -0.1
C -2.836836 -3.936653 -2.731330 -0.2 0.2 0.0
C -1.616108 0.698167 2.530885 0.1 -0.1 -0.1
C 1.811123 1.041895 6.918557 0.0 0.2 0.0
C -3.687221 1.854031 2.652747 0.0 0.0 -0.1
C -2.582472 1.408119 0.542548 0.0 0.0 0.0
C 4.773103 3.255599 0.331220 0.0 0.1 -0.1
C -0.188153 3.074634 -3.299361 -0.1 -0.1 -0.1
C -3.109563 -6.129099 1.600951 0.0 0.1 0.0
C -2.525169 1.475448 -0.891656 0.0 -0.1 -0.1
C -1.518291 -3.262218 -2.544880 0.0 0.0 0.2
C -1.250550 2.322931 -3.791551 0.0 0.0 0.0
C -2.294778 -3.784653 0.405946 0.1 0.0 -0.1
C -2.115383 2.816800 -4.754770 0.0 -0.1 0.0
C -3.482669 -3.828324 1.123873 0.0 0.0 -0.1
C -1.906522 -6.106388 0.920516 0.1 -0.1 0.0
C 3.978306 -3.939847 -0.299745 0.0 0.0 0.0
C 2.335225 -2.639449 1.425491 -0.1 -0.2 0.0
C -0.024436 4.370976 -3.757481 0.0 0.0 0.0
C -3.676533 1.973038 1.245854 0.2 -0.1 0.0
C -4.703627 2.635164 0.544595 -0.1 0.1 0.1
C 1.968319 0.594791 4.723209 -0.1 0.1 0.0
C -1.494507 -4.920994 0.334842 0.0 0.0 0.0
C 2.611993 -4.165027 -0.241126 -0.1 0.1 0.1
C -2.673344 1.206783 3.296952 -0.1 0.0 0.1
C 1.450668 2.947214 5.282185 0.0 0.0 0.0
C -1.862128 -2.481975 -0.221004 0.0 0.0 0.2
H 2.148947 -1.865051 -3.994920 0.0 0.0 0.0
H -4.314464 -2.601284 -1.836982 0.0 0.0 0.0
H 2.410843 -1.410826 5.022311 0.0 0.0 0.0
H 4.720707 4.284684 0.689869 0.0 0.0 0.0
H -2.667189 1.092866 4.372534 0.0 0.0 0.0
H -0.772738 0.206405 3.006494 0.0 0.0 0.0
H -3.008930 -4.619464 -1.900701 0.1 -0.1 0.0
H -1.193546 -1.965506 0.463302 0.1 0.1 -0.1
H 4.605923 -4.481232 -0.993897 0.0 0.0 0.0
H -2.908558 2.183579 -5.135795 0.0 0.1 0.0
H 5.702024 3.106469 -0.224269 0.0 0.0 0.0
H 3.180946 3.045924 -2.578405 0.0 0.0 -0.1
H -4.086816 -2.931611 1.218014 0.0 -0.1 0.0
H 2.205812 -0.949328 -2.573654 0.0 0.1 0.0
H -2.776859 -4.527961 -3.644178 0.0 0.0 0.0
H 1.655980 -2.126195 2.100163 0.0 0.0 0.0
H -3.570538 2.231708 -2.595249 0.0 0.0 -0.1
H -0.778940 5.910379 -5.045659 0.0 0.0 0.0
H 0.630850 2.988332 4.567084 0.0 0.0 0.0
H -2.591610 4.516885 -5.972904 0.0 0.0 0.0
H 0.477457 2.632710 -2.565993 0.0 0.1 0.0
H 4.073328 -1.601266 2.145876 0.0 0.1 -0.1
H 0.780990 4.987123 -3.377662 0.0 0.0 0.1
H -4.816158 -5.053825 2.302584 0.0 0.0 -0.1
H -0.530706 -4.871738 -0.159390 0.0 0.0 0.0
H 1.181449 3.489466 6.183379 0.0 0.0 0.0
H -5.403674 3.230125 -1.365132 0.0 0.0 0.0
H 4.786515 2.595375 1.198224 0.0 0.0 0.0
H -1.300914 -7.002320 0.872130 0.0 0.0 0.0
H -3.731709 -2.058873 -3.413931 0.0 0.0 0.0
H 2.324595 3.410527 4.826642 0.0 0.0 0.0
H 2.238770 -1.023499 7.552845 0.0 0.0 0.0
H -4.855312 -3.422473 -3.296136 0.0 0.0 0.0
H 1.659284 1.648939 7.793792 0.0 0.0 -0.1
H -2.710792 -1.829072 -0.420502 0.0 0.0 0.0
H 2.154623 -4.893654 -0.905758 0.0 0.0 0.0
H -4.511477 2.294122 3.202292 0.0 0.0 0.0
H 5.523009 0.355849 -1.077370 -0.1 0.1 -0.1
H 2.934061 4.472220 -1.641087 0.2 -0.1 -0.1
H 2.147076 2.841501 2.256164 0.0 0.2 0.0
H -5.523578 3.078682 1.095951 0.0 0.0 0.0
H 4.518061 3.945791 -2.126298 0.1 -0.1 0.0